Entry from the OMol25 dataset: a molecular structure, C13H38FO10P3Si2 in a non-equilibrium geometry (ωB97M-V/def2-TZVPD).

Its calculated total energy is -80919.605 eV. The calculation puts the maximum force at 5.41 eV/A. The value obtained for the LUMO energy is 0.52 eV. The calculation puts the HOMO energy at -7.966 eV.

```
! RIJCOSX wB97M-V def2-TZVPD def2/J DEFGRID3
* xyz 0 1
C 5.396 4.050 -1.089
P 6.176 4.858 0.361
O 6.188 3.627 1.485
Si 4.692 6.370 1.164
O 4.638 6.190 2.823
Si 5.171 7.343 3.857
F 6.713 7.662 3.583
H 4.513 4.563 -1.466
H 5.122 3.025 -0.824
H 6.169 3.980 -1.853
H 6.881 3.796 2.128
H 3.328 6.086 0.648
H 5.086 7.738 0.763
H 4.392 8.582 3.707
H 5.056 6.819 5.224
O 3.204 0.291 -0.684
P 2.819 -0.293 0.615
O 3.890 -1.505 0.815
C 5.284 -1.211 0.904
C 5.663 -0.514 2.197
O 1.481 -1.136 0.339
C 0.711 -0.981 -0.859
C 1.062 -2.058 -1.861
O 2.603 -0.043 2.161
C 1.363 -0.177 2.883
C 1.225 -1.584 3.415
H 5.582 -0.607 0.041
H 5.795 -2.171 0.830
H 5.233 0.488 2.251
H 6.748 -0.420 2.271
H 5.296 -1.075 3.057
H 0.843 0.013 -1.284
H -0.337 -1.071 -0.569
H 2.134 -2.064 -2.059
H 0.528 -1.900 -2.798
H 0.795 -3.041 -1.469
H 0.514 0.117 2.270
H 1.420 0.530 3.711
H 1.301 -2.317 2.615
H 0.261 -1.699 3.912
H 2.018 -1.798 4.133
O -3.458 -2.018 -1.923
P -4.918 -2.031 -2.027
O -5.625 -1.074 -0.968
C -5.330 0.332 -0.963
C -5.908 1.055 -2.163
O -5.440 -3.431 -1.425
C -4.540 -4.457 -1.005
C -4.321 -4.402 0.491
O -5.847 -1.933 -3.285
C -6.559 -3.019 -3.908
C -7.937 -3.162 -3.308
H -4.248 0.472 -0.908
H -5.763 0.722 -0.043
H -5.425 0.736 -3.089
H -5.766 2.130 -2.059
H -6.973 0.845 -2.261
H -3.596 -4.391 -1.545
H -5.006 -5.405 -1.282
H -3.980 -3.411 0.792
H -3.578 -5.139 0.799
H -5.253 -4.603 1.020
H -5.986 -3.943 -3.853
H -6.638 -2.755 -4.962
H -7.886 -3.293 -2.229
H -8.447 -4.021 -3.746
H -8.530 -2.267 -3.502
*
```